Entry 1:
Formula: C2H6BF5KO
Source: the Open Molecules 2025 dataset
Level of theory: ωB97M-V with the def2-TZVPD basis set

```
16
Properties=species:S:1:pos:R:3:forces:R:3:lowdin_charge:R:1
K -1.6345 -1.2313 -1.4008 0.4 1.5 -0.6 0.89
B -2.3483 1.7061 -0.0962 -1.3 1.1 -1.8 -1.55
F -1.0599 1.3979 -0.1109 3.4 -1.9 1.0 0.16
F -3.0508 1.3700 1.0085 -1.0 -1.8 2.2 0.14
F -2.4381 3.0430 -0.1765 -0.4 3.3 -0.4 0.16
F -2.9150 1.1426 -1.2525 -1.0 -1.1 -0.3 0.03
F -0.6626 0.8288 -3.0452 0.1 -1.1 0.1 -0.81
C 1.5801 -0.6060 1.4456 0.1 0.0 -1.2 -0.08
C 1.6309 -0.6942 -0.0919 -0.3 -0.1 0.7 -0.27
O 0.9192 -1.9128 -0.4572 0.3 0.5 -0.2 -0.18
H 2.0112 0.3253 1.8131 -0.2 0.0 0.1 0.08
H 2.1556 -1.4451 1.8365 0.0 -0.1 0.3 0.06
H 0.5240 -0.7104 1.6943 0.2 0.2 0.4 0.08
H 2.6524 -0.7595 -0.4666 0.1 0.0 0.0 0.11
H 1.1459 0.1608 -0.5628 -0.2 -0.2 -0.1 0.11
H 1.4899 -2.6153 -0.1373 -0.2 -0.2 -0.1 0.07
```
Forces are in eV/Å.

Its net charge is -1. Its HOMO-LUMO gap is 0.2153 Eh. The value obtained for the HOMO energy is -3.92 eV. As for the spin multiplicity: 1.

Entry 2:
Formula: C2H6BNO2
Source: the Open Molecules 2025 dataset
Level of theory: ωB97M-V with the def2-TZVPD basis set

```
12
Properties=species:S:1:pos:R:3:forces:R:3:lowdin_charge:R:1
B 0.1882 1.1649 -0.0423 0.4 -0.2 -1.9 -0.73
C -0.2662 -1.6146 -0.1177 1.3 2.7 0.2 -0.22
C 0.4527 -0.2724 0.4651 1.2 -3.2 1.1 -0.04
N -0.9004 -2.4077 0.5860 1.0 3.0 3.2 0.10
O -0.4649 2.0437 0.7202 -1.3 1.3 0.9 0.19
O 0.6713 1.4970 -1.2924 -0.1 -2.8 0.5 0.17
H -0.0660 -1.7418 -1.1648 -0.2 0.0 -0.9 0.10
H 0.3178 -0.2627 1.5791 0.0 -0.3 -0.9 0.11
H 1.5719 -0.5100 0.2912 -1.5 0.5 0.2 0.13
H -1.4750 -3.0796 0.2546 -1.4 -2.9 -2.0 0.00
H -0.8529 2.8225 0.2824 0.6 -0.5 0.3 0.12
H 0.8234 2.3608 -1.5615 0.1 2.5 -0.5 0.06
```
Forces are in eV/Å.

Its net charge is 0. Its HOMO-LUMO gap is 0.3497 Eh. The value obtained for the HOMO energy is -9.22 eV. Its energy above the lowest of the compared OMol25 structures with the same formula, charge and spin is 12.7 kJ/mol. As for the spin multiplicity: 1. The SMILES is [H]/N=C/CB(O)O.

Entry 3:
Formula: C2H6BNO2
Source: the Open Molecules 2025 dataset
Level of theory: ωB97M-V with the def2-TZVPD basis set

```
12
Properties=species:S:1:pos:R:3:forces:R:3:lowdin_charge:R:1
B -0.5311 -0.7380 -0.6362 1.3 -4.9 3.6 -0.79
C 0.2976 1.6283 0.7488 0.9 0.8 -0.1 0.02
C -2.0325 -0.5373 -0.3321 1.4 3.3 -4.5 0.03
N 1.4559 1.8150 0.6305 -0.3 -0.8 0.0 0.07
O 0.1545 -1.2286 -1.7324 -1.0 2.1 -0.6 0.16
O 0.2577 -1.1189 0.4890 0.6 2.2 0.3 0.04
H -1.8796 0.6167 -0.8387 -1.4 -2.3 1.1 0.14
H -2.4043 -0.3991 0.6068 -0.1 0.5 2.8 0.02
H -2.7834 -1.0939 -0.8639 0.0 0.0 -0.9 0.05
H 2.4071 1.4736 0.5314 -0.5 0.5 0.1 0.10
H -0.2866 -0.6945 -2.3857 0.0 -0.2 -1.9 0.08
H 1.1264 -0.6528 0.4214 -0.9 -1.2 0.1 0.07
```
Forces are in eV/Å.

Its net charge is 0. Its HOMO-LUMO gap is 0.4033 Eh. The value obtained for the HOMO energy is -10.50 eV. Its energy above the lowest of the compared OMol25 structures with the same formula, charge and spin is 208.3 kJ/mol. As for the spin multiplicity: 1.

Entry 4:
Formula: C2H6BeO2
Source: the Open Molecules 2025 dataset
Level of theory: ωB97M-V with the def2-TZVPD basis set

```
11
Properties=species:S:1:pos:R:3:forces:R:3:lowdin_charge:R:1
C 0.5359 1.3287 0.2300 0.5 0.8 0.2 -0.12
C 0.1497 -0.1041 0.5681 0.4 0.8 1.5 -0.46
O -1.1966 -0.0701 1.0931 -0.4 -0.9 -0.2 -0.10
H -0.3378 1.9447 -0.0352 0.2 -0.4 0.0 0.08
H 1.0503 1.8222 1.0756 -0.3 0.0 -0.4 0.07
H 1.2198 1.3400 -0.6335 0.0 0.3 0.2 0.06
H 0.8243 -0.4356 1.3838 -0.2 0.1 -0.1 0.10
H -1.6339 -0.9217 0.8985 0.3 0.7 0.2 0.08
Be 0.3896 -1.0041 -0.7550 -0.9 -1.3 -0.9 0.43
O -0.0721 -1.9494 -1.7008 0.2 -0.1 -0.4 -0.17
H -0.9293 -1.9505 -2.1247 0.1 0.0 -0.1 0.03
```
Forces are in eV/Å.

Its net charge is 0. Its HOMO-LUMO gap is 0.3494 Eh. The value obtained for the HOMO energy is -9.29 eV. As for the spin multiplicity: 1.

Entry 5:
Formula: C2H6BrClN2
Source: the Open Molecules 2025 dataset
Level of theory: ωB97M-V with the def2-TZVPD basis set

```
12
Properties=species:S:1:pos:R:3:forces:R:3:lowdin_charge:R:1
C -0.2784 0.2948 -1.5527 2.3 -0.6 2.0 -0.14
C -0.1345 -1.7892 1.4060 -2.1 0.9 -0.5 -0.05
N -0.5148 -0.0181 -0.1352 -1.0 0.2 1.7 -0.54
N 0.0865 -0.9080 0.5070 2.1 -1.8 0.0 -0.13
Cl -2.2884 0.2602 0.4363 0.2 -0.1 -0.8 0.43
Br 1.7760 2.4927 -0.0869 0.1 0.1 0.1 0.39
H 0.8879 0.1603 -1.6988 -2.5 0.4 0.1 0.11
H -0.8466 -0.4132 -2.1165 -0.3 0.1 -1.0 0.07
H -0.5921 1.3200 -1.4786 -0.1 0.5 -1.5 0.03
H 2.3734 2.9650 1.1120 0.0 0.0 -0.1 -0.27
H 0.6882 -2.2905 1.8465 0.8 -0.4 0.0 0.04
H -1.1571 -2.0738 1.7609 0.7 0.7 -0.2 0.06
```
Forces are in eV/Å.

Its net charge is 0. Its HOMO-LUMO gap is 0.3275 Eh. The value obtained for the HOMO energy is -8.48 eV. Its energy above the lowest of the compared OMol25 structures with the same formula, charge and spin is 55.7 kJ/mol. As for the spin multiplicity: 1. The SMILES is C=NN(C)Cl.Br.

Entry 6:
Formula: C2H6BrClOSi
Source: the Open Molecules 2025 dataset
Level of theory: ωB97M-V with the def2-TZVPD basis set

```
12
Properties=species:S:1:pos:R:3:forces:R:3:lowdin_charge:R:1
C -0.0860 1.0761 -1.0115 1.2 0.5 1.2 -0.12
C -1.3501 -2.0027 0.8589 -0.3 0.5 0.8 -0.29
O -1.3236 0.8766 -0.2843 0.3 -0.8 -0.6 -0.38
Si -1.8097 -0.3096 0.7252 0.7 -1.1 -0.6 0.13
Cl 0.6549 -2.4721 -2.2644 -1.1 0.1 0.3 0.25
Br -3.5391 0.6839 1.6410 0.0 -0.4 0.0 0.41
H -0.2085 1.6928 -1.9231 -0.5 -0.9 0.3 0.09
H 0.5666 0.1497 -1.1863 -1.3 1.2 0.2 0.06
H 0.4248 1.7719 -0.3127 0.4 -0.6 -0.6 0.09
H -0.5976 -2.3898 -1.8350 1.1 -0.1 -0.2 -0.22
H -0.3134 -2.4898 0.7479 -1.9 1.0 0.1 -0.01
H -2.1416 -2.5292 1.5012 1.5 0.6 -0.9 -0.02
```
Forces are in eV/Å.

Its net charge is 0. Its HOMO-LUMO gap is 0.3166 Eh. The value obtained for the HOMO energy is -8.49 eV. Its energy above the lowest of the compared OMol25 structures with the same formula, charge and spin is 343.4 kJ/mol. As for the spin multiplicity: 1. The SMILES is C=[Si](Br)OC.Cl.

Entry 7:
Formula: C2H6BrClP
Source: the Open Molecules 2025 dataset
Level of theory: ωB97M-V with the def2-TZVPD basis set

```
11
Properties=species:S:1:pos:R:3:forces:R:3:lowdin_charge:R:1
C -1.5410 -0.3527 0.3547 2.6 -1.1 -0.6 -0.21
C 1.4422 -0.5105 -0.3013 0.4 2.7 0.6 -0.24
P 0.0350 0.4897 0.1011 -0.8 3.8 -2.1 0.40
Cl 0.4662 1.6493 1.6824 -0.2 -0.7 -0.9 0.43
Br -0.0946 2.1571 -2.1009 0.0 -2.0 2.8 0.16
H -2.2622 0.2119 0.8764 -0.6 0.6 0.8 0.05
H -1.1410 -1.2844 0.8763 -1.2 0.8 -0.6 0.11
H -1.8477 -0.4964 -0.6776 -0.4 -0.6 -0.1 0.06
H 2.2971 0.2669 -0.1785 -1.1 -1.7 -0.7 0.12
H 1.3057 -1.0575 -1.2204 0.3 -0.1 -0.2 0.08
H 1.3403 -1.0734 0.5877 0.9 -1.6 1.0 0.04
```
Forces are in eV/Å.

Its net charge is +1. Its HOMO-LUMO gap is 0.2973 Eh. The value obtained for the HOMO energy is -14.83 eV. Its energy above the lowest of the compared OMol25 structures with the same formula, charge and spin is 110.1 kJ/mol. As for the spin multiplicity: 1.

Entry 8:
Formula: C2H6BrN
Source: the Open Molecules 2025 dataset
Level of theory: ωB97M-V with the def2-TZVPD basis set

```
10
Properties=species:S:1:pos:R:3:forces:R:3:lowdin_charge:R:1
C 0.4010 -1.2547 -0.0724 -2.3 0.7 2.5 -0.16
C 0.1365 1.1801 -0.0542 1.3 0.6 -4.4 -0.20
N -0.1540 -0.1082 -0.6946 -2.1 1.8 0.3 -0.02
Br -2.9182 -0.1004 0.4731 1.7 -0.1 -0.7 -0.17
H 0.7323 -0.8404 0.8486 1.2 -0.7 1.3 0.06
H -0.3505 -2.0532 0.2219 0.8 0.8 -1.1 0.11
H 1.1645 -1.5745 -0.7086 1.3 -1.0 -1.1 0.08
H -0.4200 1.9690 -0.6338 0.2 -0.8 1.1 0.10
H 0.1742 1.2924 0.9786 -0.5 -0.3 2.0 0.05
H 1.2342 1.4900 -0.3588 -1.4 -1.1 0.2 0.14
```
Forces are in eV/Å.

Its net charge is 0. Its HOMO-LUMO gap (alpha / beta) is 0.2235 / 0.2235 Eh. The value obtained for the HOMO energy (alpha / beta) is -9.23 / -9.23 eV. Its energy above the lowest of the compared OMol25 structures with the same formula, charge and spin is 311.9 kJ/mol. As for the spin multiplicity: 1.

Entry 9:
Formula: C2H6BrOP
Source: the Open Molecules 2025 dataset
Level of theory: ωB97M-V with the def2-TZVPD basis set

```
11
Properties=species:S:1:pos:R:3:forces:R:3:lowdin_charge:R:1
C -0.8206 0.9066 1.6903 -1.6 -0.5 -1.6 0.10
C 0.8465 0.4463 -0.5838 -2.6 -0.2 -1.3 -0.91
O 0.1343 -2.0013 -0.5590 -1.1 -3.0 1.0 -0.45
P -0.3764 -0.6857 -1.3655 1.7 1.0 -1.4 0.70
Br 0.9897 2.1630 -1.2741 0.2 -0.1 0.2 0.62
H -0.2852 0.1877 2.1341 1.6 -2.7 1.8 -0.05
H -0.4333 1.8316 1.7483 0.9 3.2 0.1 -0.05
H -1.5159 0.6282 0.9470 -0.8 0.0 -0.5 -0.03
H 1.3767 0.0427 0.2078 1.5 -0.1 1.4 -0.03
H -0.4947 -2.7975 -0.3623 1.5 2.7 -0.8 0.11
H 0.5790 -0.7214 -2.5828 -1.3 -0.3 1.1 -0.02
```
Forces are in eV/Å.

Its net charge is 0. Its HOMO-LUMO gap (alpha / beta) is 0.3197 / 0.2989 Eh. The value obtained for the HOMO energy (alpha / beta) is -8.72 / -7.86 eV. Its energy above the lowest of the compared OMol25 structures with the same formula, charge and spin is 561.4 kJ/mol. As for the spin multiplicity: 1.

Entry 10:
Formula: C2H6CdO2
Source: the Open Molecules 2025 dataset
Level of theory: ωB97M-V with the def2-TZVPD basis set

```
11
Properties=species:S:1:pos:R:3:forces:R:3:lowdin_charge:R:1
C -1.1157 -0.4127 0.0503 0.6 1.0 0.0 0.04
C -0.9926 1.0815 0.0965 -2.1 0.4 -0.1 -0.46
O 0.3011 1.5587 0.1032 -1.4 2.3 0.2 -0.49
H 0.8211 -1.6060 -0.0223 3.8 2.3 0.0 0.23
H -1.1247 -0.7910 -0.9798 -0.2 -0.7 0.8 0.08
H -1.2178 -0.8687 1.0411 -0.1 -0.7 -0.8 0.08
H -1.5466 1.4785 0.9771 0.5 -0.3 -0.2 0.12
H -1.5332 1.5308 -0.7727 0.4 -0.4 0.3 0.12
O 1.9042 -1.1184 -0.0153 -3.4 -5.2 -0.2 -0.26
H 2.4978 -1.6789 -0.5261 0.0 -0.5 0.0 0.06
Cd 2.0064 0.8262 0.0480 2.0 1.8 0.1 1.48
```
Forces are in eV/Å.

Its expectation value of S² is 0.756. Its net charge is +1. Its HOMO-LUMO gap (alpha / beta) is 0.2422 / 0.2591 Eh. The value obtained for the HOMO energy (alpha / beta) is -12.99 / -13.61 eV. Its energy above the lowest of the compared OMol25 structures with the same formula, charge and spin is 145.2 kJ/mol. As for the spin multiplicity: 2.